The molecule C6H10N2O at a distorted geometry. Source: OMol25; level of theory: wB97M-V/def2-TZVPD.

```
19
Properties=species:S:1:pos:R:3:forces:R:3:lowdin_charge:R:1
H 1.092216 0.547744 2.498340 -0.1 0.5 0.1 0.081
N 0.265156 1.086704 2.212262 0.6 -0.5 -0.2 0.176
C 0.103952 0.860838 0.975793 -1.4 -2.5 3.4 -0.563
N 0.538752 0.232936 -0.056222 4.9 -2.4 -1.2 0.112
C 0.483344 -1.176306 0.029278 0.7 -1.0 -0.3 -0.363
C 0.187611 -1.910074 1.126260 -0.3 0.8 0.3 0.065
C 1.052849 -1.934365 -1.147988 -0.1 0.1 -0.4 -0.060
C -0.892789 1.326908 0.084549 -2.8 6.8 0.0 -0.120
C -1.195990 1.527741 -1.389235 -1.3 -0.9 -0.2 -0.018
O -0.895520 2.731195 0.572367 -0.3 -0.9 -1.6 -0.005
H -0.129034 -1.475735 2.069578 -0.1 0.1 -0.2 0.049
H 0.333779 -2.987499 1.152320 0.0 0.3 -0.3 0.062
H 1.269268 -2.982292 -0.897042 -0.2 0.4 0.1 0.074
H 0.345197 -1.940047 -1.981610 0.2 0.1 -0.1 0.073
H 1.996739 -1.489375 -1.475431 -0.2 0.1 0.0 0.079
H -1.123783 0.626295 -1.999027 0.1 0.0 0.3 0.080
H -2.209989 1.934617 -1.503673 0.2 -0.1 0.2 0.087
H -0.515242 2.284063 -1.808385 0.1 -0.3 0.5 0.103
H -0.706515 2.736652 1.537867 0.1 -0.4 -0.6 0.087
```
Positions in Å, forces in eV/Å.

The value obtained for the HOMO-LUMO gap (spin up / spin down) is 7.47 / 7.02 eV. As for the energy above the lowest of the compared OMol25 structures with the same formula, charge and spin: 592.2 kJ/mol. The charge is 0. The highest occupied orbital energy (spin up / spin down) comes out at -8.211 / -8.051 eV. As for the max |F|: 7.37 eV/A. As for the SMILES: [H]/N=C1\N(C(=C)C)[C@]1(C)O. Its spin multiplicity is 1.